Version i
DFT (wB97M-V/def2-TZVPD) results for 2 unconnected molecules or ions with the total composition C4H13N2OS.

Each line ends with the Mulliken charge.
CARTESIAN COORDINATES (ANGSTROEM)
N (0.7820, -1.1800, -1.5650)  -0.8065
C (0.8397, -0.3774, -0.3414)  0.1828
C (1.7850, -0.8590, 0.8015)  -0.7251
S (2.0999, -2.6785, 0.5314)  -0.7087
C (-0.5761, -0.3054, 0.3099)  -0.8554
N (-1.4863, 0.5650, -0.3945)  -0.3017
C (-2.8319, 0.5961, 0.1840)  -0.8882
H (1.6659, -1.4249, -1.9746)  0.2625
H (0.4538, -2.1040, -1.3132)  0.2884
H (0.9984, 0.6708, -0.7016)  -0.0186
H (2.7971, -0.4709, 0.6795)  0.2839
H (1.4953, -0.7989, 1.8452)  0.2983
H (-0.4453, -0.0477, 1.3903)  0.4071
H (-0.8984, -1.3606, 0.3866)  0.3101
H (-1.4065, 0.3032, -1.3955)  0.2943
H (-3.4289, -0.2302, -0.1584)  0.2940
H (-3.2272, 1.5776, -0.0337)  0.3182
H (-2.6543, 0.7128, 1.2812)  0.3087
H (0.7278, 2.8997, 0.1384)  0.3326
H (1.6806, 1.8133, -0.0928)  0.4292
O (1.6296, 2.6989, 0.4226)  -0.7059

Kohn-Sham gap in eV: 5.98
Charge: -1
E_LUMO in eV: 3.44



Version ii
DFT (wB97M-V/def2-TZVPD) results for 2 unconnected molecules or ions with the total composition C4H13N2OS.

Each line ends with the Mulliken charge.
CARTESIAN COORDINATES (ANGSTROEM)
C (1.3948, -1.1200, -0.3668)  -0.7093
N (0.5771, 0.0414, 0.0131)  -0.0871
C (-0.8204, -0.3335, 0.4213)  -0.5417
C (-1.8678, 0.1641, -0.5576)  -0.7534
S (-3.5557, -0.0112, 0.1527)  -0.6467
C (2.7386, -0.6816, -0.9886)  -0.5394
N (2.7875, 0.5550, -1.7614)  -0.6905
H (0.8813, -1.7347, -1.1103)  0.4532
H (1.6416, -1.6079, 0.5740)  0.3070
H (0.5647, 0.7422, -0.7155)  0.1311
H (-0.8704, -1.4205, 0.4993)  0.3269
H (-1.0034, 0.1195, 1.3941)  0.1505
H (-1.6368, 1.2039, -0.8117)  0.2496
H (-1.8598, -0.4461, -1.4683)  0.1750
H (3.5718, -0.6374, -0.2893)  0.3436
H (3.0859, -1.4697, -1.6617)  0.3534
H (2.8150, 1.3674, -1.1507)  0.2815
H (1.9965, 0.6670, -2.3791)  0.2383
H (0.5854, 1.1585, 2.7091)  0.3157
H (1.7368, 0.7392, 1.7938)  0.3742
O (1.5488, 1.1649, 2.6465)  -0.7319

Kohn-Sham gap in eV: 5.90
Charge: -1
E_LUMO in eV: 3.33



Version iii
DFT (wB97M-V/def2-TZVPD) results for 2 unconnected molecules or ions with the total composition C4H13N2OS.

Each line ends with the Mulliken charge.
CARTESIAN COORDINATES (ANGSTROEM)
N (1.4573, -0.1235, 0.5781)  -0.5088
C (0.6911, -0.8513, -0.4818)  -0.0216
C (-0.2507, 0.2029, -1.2057)  -0.7707
S (0.8115, 1.3530, -2.0974)  -0.6500
C (0.0360, -2.1322, 0.1704)  -0.8182
N (-0.6497, -1.8301, 1.4907)  -0.4988
C (-1.7901, -0.8528, 1.4869)  -0.6530
H (2.2965, 0.3142, 0.3113)  0.2819
H (0.9016, 0.4867, 1.0272)  0.0944
H (1.3704, -1.2989, -1.2337)  0.2918
H (-1.0005, -0.2685, -1.7616)  0.4251
H (-0.8426, 0.9037, -0.6990)  0.1276
H (0.7424, -2.8610, 0.4405)  0.4023
H (-0.6184, -2.6791, -0.4898)  0.3531
H (0.0628, -1.4222, 2.1273)  0.3391
H (-2.4729, -1.0914, 0.6993)  0.2760
H (-1.5759, 0.2027, 1.2652)  0.1479
H (-2.4597, -0.9148, 2.3587)  0.3316
H (-0.0511, 1.7006, 1.2122)  0.2468
H (-1.0463, 3.0334, 1.1050)  0.3126
O (-0.7577, 2.2153, 1.6119)  -0.7093

Kohn-Sham gap in eV: 6.13
Charge: -1
E_LUMO in eV: 3.64



What is the most stable structure shown above? It is version ii.